1.
A cluster of 9 separate species, C23H44N6O5 in total at a distorted geometry, computed with ωB97M-V/def2-TZVPD.

Element x y z (Å)
C (-3.21156, 1.02102, 5.19056)
O (-2.46863, 0.22802, 5.72197)
N (-3.27172, 1.20614, 3.85720)
C (-2.48325, 0.41148, 2.93128)
C (-4.37669, 1.93243, 3.25405)
H (-3.90261, 1.69464, 5.71685)
H (-1.47953, 0.25017, 3.32156)
H (-2.43444, 0.93859, 1.98051)
H (-2.93657, -0.57448, 2.79761)
H (-4.11145, 2.45781, 2.33986)
H (-5.20477, 1.25388, 3.00974)
H (-4.80302, 2.61030, 3.99640)
C (-0.18321, 0.29064, -0.09321)
O (-1.18376, -0.34230, -0.38868)
N (1.01209, 0.17158, -0.70195)
C (2.17531, 1.05421, -0.53632)
C (1.26283, -0.85942, -1.68554)
H (-0.18188, 1.11747, 0.64078)
H (2.05154, 1.45839, 0.46578)
H (2.36120, 1.69602, -1.39202)
H (3.05717, 0.40896, -0.47639)
H (1.48058, -0.34987, -2.63438)
H (2.21517, -1.31313, -1.38959)
H (0.53249, -1.63602, -1.89199)
C (3.63253, -3.55256, 3.08317)
C (3.29388, -2.47913, 2.02946)
O (4.14439, -1.71110, 1.64587)
C (1.84062, -2.31266, 1.64117)
H (2.71164, -4.13341, 3.19103)
H (3.89397, -3.12434, 4.04444)
H (4.39546, -4.20764, 2.67089)
H (1.23398, -2.39026, 2.54121)
H (1.54965, -2.86244, 0.74340)
H (1.64093, -1.30347, 1.26572)
C (-0.57243, 3.67410, -0.82811)
C (0.52763, 4.04667, 0.14327)
O (1.69682, 3.96167, -0.14568)
C (0.08398, 4.62772, 1.47501)
H (-1.53115, 3.67442, -0.31919)
H (-0.33754, 2.72304, -1.30388)
H (-0.59309, 4.41884, -1.62821)
H (0.27737, 5.70209, 1.48031)
H (0.73893, 4.24409, 2.25835)
H (-0.96865, 4.41165, 1.61870)
C (-3.87569, -0.28333, 0.03430)
C (-3.59092, 1.14064, -0.37096)
O (-3.88306, 2.05188, 0.36973)
C (-2.89699, 1.40014, -1.67401)
H (-2.97066, -0.86920, 0.17025)
H (-4.59990, -0.70570, -0.67031)
H (-4.45925, -0.25794, 0.95649)
H (-3.44710, 0.87320, -2.45978)
H (-1.88623, 0.98767, -1.65898)
H (-2.83948, 2.45389, -1.92583)
C (-2.26003, -3.29617, -0.30006)
C (-1.88531, -3.12106, 1.09469)
N (-1.56136, -3.04131, 2.19028)
H (-2.99934, -4.09630, -0.32657)
H (-1.37216, -3.52347, -0.88530)
H (-2.71195, -2.38009, -0.67475)
C (5.05262, 3.26053, -0.66029)
C (5.32516, 1.96810, -1.27160)
N (5.53949, 0.95455, -1.76793)
H (5.06525, 3.17993, 0.42312)
H (4.10147, 3.63738, -1.03314)
H (5.83742, 3.94937, -0.97505)
C (-0.63842, -1.09238, -4.48365)
C (-0.82358, -2.50357, -4.17139)
N (-0.95446, -3.60253, -3.87998)
H (-1.32780, -0.82725, -5.28728)
H (0.38328, -0.88683, -4.79119)
H (-0.92253, -0.48633, -3.62404)
C (2.77094, -4.12362, -3.56585)
C (4.06531, -3.51406, -3.82687)
N (5.08923, -3.06692, -4.08718)
H (2.02646, -3.49407, -4.06517)
H (2.45197, -4.07990, -2.52397)
H (2.62339, -5.13909, -3.91874)

Calculated values
- max |F| (hartree/bohr) = 0.03776
- calculated total energy (hartree) = -1607.42275
- E_LUMO (eV) = 0.1
- gap between HOMO and LUMO (eV) = 9.0
- SMILES string = CN(C)C=O.CN(C)C=O.CC(C)=O.CC(C)=O.CC(C)=O.CC#N.CC#N.CC#N.CC#N
- energy relative to the best compared isomer or geometry (same formula, charge and spin) (kcal/mol) = 117.0

---

2.
A structure of composition C23H44NOsP3Se at a distorted geometry, computed with ωB97M-V/def2-TZVPD.

Element x y z (Å)
Os (-0.19866, -0.45530, 0.19175)
P (-1.42806, -2.09558, 0.73819)
P (1.29123, -0.71782, 1.87061)
P (1.19479, -1.35736, -1.26348)
H (-3.65334, 1.72415, -3.13659)
C (-3.02586, 0.81896, -3.26071)
C (-2.12876, 0.23135, -2.43845)
H (-1.40340, 0.71168, -1.73962)
C (-2.79922, -1.83772, 1.91522)
C (-0.53328, -3.49992, 1.54535)
C (-2.14569, -2.94137, -0.69313)
C (2.50676, 0.61288, 2.30871)
C (0.55921, -0.94123, 3.56122)
C (2.60137, -2.08143, 1.86102)
C (0.52616, -1.07789, -2.90821)
C (1.63186, -3.13240, -1.09264)
C (2.87876, -0.63928, -1.30073)
H (-3.26477, 0.33863, -4.22234)
H (-2.05068, -0.84542, -2.41423)
H (-3.60750, -1.28300, 1.41602)
H (-2.47390, -1.27268, 2.80051)
H (-3.15196, -2.83090, 2.22957)
H (-0.08407, -3.21277, 2.50474)
H (0.25109, -3.87863, 0.87905)
H (-1.29430, -4.27653, 1.69683)
H (-2.52941, -2.21541, -1.41484)
H (-2.95967, -3.56748, -0.30736)
H (-1.39579, -3.57531, -1.18408)
H (3.18486, 0.25028, 3.10548)
H (1.96514, 1.50236, 2.65723)
H (3.09910, 0.88716, 1.42496)
H (1.32705, -1.29851, 4.26572)
H (-0.26306, -1.66344, 3.57365)
H (0.16476, 0.02277, 3.91242)
H (3.23402, -1.98566, 2.76110)
H (3.25145, -1.99047, 0.98005)
H (2.15671, -3.08465, 1.85988)
H (1.13318, -1.57988, -3.65978)
H (0.47566, -0.00745, -3.13033)
H (-0.48994, -1.45977, -2.99594)
H (2.39128, -3.38662, -1.83981)
H (0.77152, -3.79028, -1.22506)
H (2.07009, -3.36024, -0.11821)
H (3.49573, -1.21208, -2.00227)
H (3.37862, -0.65539, -0.32774)
H (2.82010, 0.40555, -1.61609)
C (0.86384, 2.78837, -2.71342)
C (-0.29779, 2.71126, -3.51979)
C (-0.20679, 2.74670, -4.92823)
C (1.02675, 2.99606, -5.55813)
C (2.18065, 2.84347, -4.77304)
C (2.07344, 2.52594, -3.42027)
Se (1.21167, 3.47809, -0.95266)
H (0.45715, 2.48385, -0.07863)
H (-1.28828, 2.55912, -3.09235)
H (-1.09931, 2.63354, -5.56826)
H (1.09483, 3.27430, -6.62058)
H (3.16514, 2.96119, -5.21777)
H (2.95203, 2.19140, -2.86697)
N (-1.49300, 1.12308, 0.97805)
C (-1.45159, 1.72143, 2.28401)
C (-2.23559, 1.21443, 3.31797)
C (-2.07461, 1.69863, 4.62124)
C (-1.18902, 2.75088, 4.87431)
C (-0.42841, 3.29609, 3.81380)
C (-0.61298, 2.81261, 2.50792)
H (-2.41554, 0.75148, 0.75719)
H (-1.23812, 1.84093, 0.30090)
H (-2.98761, 0.46593, 3.12951)
H (-2.63137, 1.27303, 5.46474)
H (-1.03219, 3.18842, 5.87311)
H (0.31498, 4.09690, 3.97981)
H (-0.13747, 3.27699, 1.63991)

Calculated values
- max |F| (hartree/bohr) = 0.10709
- calculated total energy (hartree) = -4471.90977
- E_LUMO (alpha / beta) (eV) = -12.9 / -16.6
- gap between HOMO and LUMO (alpha / beta) (eV) = 5.0 / 2.7
- net charge = +4
- multiplicity = 5
- energy relative to the best compared isomer or geometry (same formula, charge and spin) (kcal/mol) = 101.5

---

3.
A structure of composition C23H44NP3SSm at a distorted geometry, computed with ωB97M-V/def2-TZVPD.

Element x y z (Å)
Sm (-0.58619, -0.18969, -0.38689)
P (0.24032, -2.26044, -2.40830)
P (2.37425, -1.15953, 0.33490)
P (2.14968, 2.01546, -1.77202)
H (-4.64313, 4.87156, 1.10774)
C (-4.29774, 5.14918, 0.09849)
C (-4.45492, 4.36566, -0.96766)
H (-4.84997, 3.35242, -0.88983)
C (-0.83039, -3.75458, -2.46313)
C (1.83981, -3.09116, -2.80552)
C (-0.12785, -1.56154, -4.07333)
C (2.85488, -0.22852, 1.85063)
C (2.35520, -2.86566, 1.03698)
C (4.04659, -1.29860, -0.46816)
C (1.60260, 3.48291, -2.61462)
C (2.75319, 0.83319, -2.96239)
C (3.41961, 2.42445, -0.59698)
H (-3.94822, 6.19360, -0.01195)
H (-4.31656, 4.80020, -1.96132)
H (-1.85662, -3.46850, -2.20293)
H (-0.46916, -4.50259, -1.74549)
H (-0.82247, -4.18844, -3.47293)
H (2.18437, -3.70176, -1.95862)
H (2.61058, -2.34326, -3.03785)
H (1.72310, -3.75243, -3.68092)
H (-0.98830, -0.88436, -3.97487)
H (-0.38845, -2.38111, -4.75944)
H (0.72354, -1.00087, -4.48509)
H (3.85006, -0.54867, 2.19345)
H (2.12276, -0.42719, 2.64343)
H (2.87470, 0.85156, 1.65541)
H (3.35283, -3.10263, 1.43327)
H (2.10360, -3.59798, 0.25981)
H (1.61596, -2.95327, 1.83973)
H (4.74378, -1.82636, 0.20021)
H (4.49280, -0.32616, -0.70576)
H (3.99337, -1.87845, -1.39808)
H (2.48433, 4.12342, -2.75745)
H (0.83633, 3.97151, -2.00625)
H (1.14452, 3.18208, -3.56087)
H (3.34731, 1.39195, -3.70713)
H (1.90234, 0.34737, -3.45944)
H (3.38366, 0.05827, -2.50163)
H (3.92845, 3.29470, -1.03818)
H (4.11715, 1.59289, -0.42740)
H (2.97685, 2.70799, 0.36622)
C (-2.14526, 2.43420, -0.09769)
C (-1.63661, 3.58621, 0.54237)
C (-1.90145, 3.80732, 1.88203)
C (-2.68342, 2.92209, 2.62043)
C (-3.31834, 1.85712, 1.98657)
C (-3.05236, 1.59148, 0.62414)
S (-1.53813, 2.11575, -1.71104)
H (0.95653, 1.69120, -1.04803)
H (-1.11104, 4.30408, -0.09234)
H (-1.50391, 4.68534, 2.35709)
H (-2.80224, 3.14679, 3.67108)
H (-3.96414, 1.21020, 2.59594)
H (-3.55624, 0.77882, 0.11141)
C (-2.37141, -3.43907, 4.99977)
C (-1.83161, -2.75775, 3.77697)
C (-1.36898, -3.54602, 2.71545)
C (-0.96603, -2.94094, 1.53133)
N (-0.96248, -1.57612, 1.40787)
C (-1.26809, -0.79669, 2.49240)
C (-1.77362, -1.37161, 3.65378)
H (-3.11356, -4.20182, 4.72415)
H (-1.57978, -3.94227, 5.57393)
H (-2.85030, -2.70404, 5.65031)
H (-1.32632, -4.63463, 2.77174)
H (-0.62463, -3.48762, 0.64181)
H (-1.13412, 0.28887, 2.40339)
H (-2.14107, -0.73750, 4.45726)

Calculated values
- max |F| (hartree/bohr) = 0.03670
- calculated total energy (hartree) = -3036.78953
- E_LUMO (alpha / beta) (eV) = -10.8 / -9.2
- gap between HOMO and LUMO (alpha / beta) (eV) = 4.9 / 6.5
- net charge = +3
- multiplicity = 6
- energy relative to the best compared isomer or geometry (same formula, charge and spin) (kcal/mol) = 0.0

---

Question: energy relative to the best compared isomer or geometry (same formula, charge and spin) of number 3 (C23H44NP3SSm)?
Answer: 0.0 kcal/mol

---

Question: calculated total energy of number 3 (C23H44NP3SSm)?
Answer: -3036.78953 hartree

---

Question: Look up the energy relative to the best compared isomer or geometry (same formula, charge and spin) of the third one.
Answer: 0.0 kcal/mol